[1]
{"formula": "CH7IN3", "method": "ωB97M-V/def2-TZVPD", "total_charge": 1, "lumo_ev": [-4.0, -6.4], "relative_energy_kj_mol": 116.2, "e_tot_ha": -503.7581, "spin_multiplicity": 3, "gap_ha": [0.263, 0.271], "e_homo_ha": [-0.408, -0.504], "symbols": ["C", "N", "N", "N", "I", "H", "H", "H", "H", "H", "H", "H"], "coordinates": [[0.30, 0.68, 0.04], [-1.35, -0.99, -0.57], [-0.53, 0.16, -0.94], [1.16, -0.29, 0.91], [1.64, 2.19, -0.86], [-0.77, 1.39, 1.40], [-1.17, -1.87, -1.03], [-2.28, -0.72, -0.83], [-1.05, 0.90, -1.49], [2.10, 0.07, 0.82], [0.89, -0.25, 1.87], [1.06, -1.28, 0.67]]}


[2]
{"formula": "H3NO2S2", "method": "ωB97M-V/def2-TZVPD", "total_charge": 0, "lumo_ev": 0.3, "relative_energy_kj_mol": 19.7, "e_tot_ha": -1003.3389, "gap_ha": 0.361, "e_homo_ha": -0.348, "symbols": ["N", "O", "O", "S", "S", "H", "H", "H"], "coordinates": [[-0.21, 1.34, -1.04], [-1.86, -0.06, 0.25], [0.63, -0.71, 0.13], [0.74, -1.90, 1.26], [-0.55, 0.59, 0.46], [0.52, 0.66, -1.35], [-0.93, 1.49, -1.75], [1.67, -1.41, 2.04]]}


[3]
{"formula": "C31H30N11O2RuS", "method": "ωB97M-V/def2-TZVPD", "total_charge": 2, "lumo_ev": [-6.4, -7.4], "relative_energy_kj_mol": 43.6, "e_tot_ha": -2444.6830, "spin_multiplicity": 2, "gap_ha": [0.267, 0.237], "e_homo_ha": [-0.504, -0.507], "symbols": ["Ru", "N", "C", "S", "N", "N", "C", "C", "C", "C", "C", "C", "C", "C", "C", "C", "C", "C", "N", "H", "H", "H", "H", "H", "H", "H", "H", "H", "H", "H", "O", "N", "O", "C", "C", "C", "C", "C", "C", "N", "C", "C", "N", "C", "C", "C", "C", "H", "H", "H", "H", "H", "H", "H", "C", "N", "C", "N", "C", "N", "C", "N", "C", "C", "H", "H", "H", "H", "H", "H", "H", "H", "H", "H", "H", "H"], "coordinates": [[0.45, -0.42, -0.52], [4.72, -0.25, -0.98], [3.44, -0.17, -0.63], [2.27, -0.88, -1.75], [3.13, 0.44, 0.49], [1.78, 0.45, 0.74], [1.37, 0.94, 1.87], [2.25, 1.43, 2.95], [3.31, 0.67, 3.42], [4.08, 1.12, 4.48], [3.81, 2.35, 5.06], [2.77, 3.13, 4.59], [1.98, 2.67, 3.54], [-0.11, 0.90, 2.03], [-0.75, 1.20, 3.22], [-2.13, 1.07, 3.31], [-2.84, 0.59, 2.21], [-2.13, 0.27, 1.07], [-0.81, 0.44, 0.96], [5.00, -0.71, -1.83], [5.43, 0.08, -0.35], [3.53, -0.29, 2.96], [4.89, 0.50, 4.85], [4.42, 2.70, 5.89], [2.57, 4.10, 5.03], [1.19, 3.30, 3.15], [-0.17, 1.52, 4.07], [-2.64, 1.31, 4.23], [-3.91, 0.44, 2.25], [-2.63, -0.14, 0.20], [-3.09, -6.29, -2.67], [-3.27, -6.02, -1.50], [-4.01, -6.60, -0.74], [-2.47, -4.90, -0.93], [-2.29, -4.92, 0.40], [-1.44, -3.96, 1.04], [-1.13, -4.01, 2.40], [-0.22, -3.11, 2.91], [0.36, -2.18, 2.05], [0.04, -2.07, 0.77], [-0.87, -2.95, 0.26], [-1.19, -2.86, -1.13], [-0.65, -1.79, -1.77], [-0.71, -1.78, -3.09], [-1.41, -2.74, -3.83], [-2.05, -3.76, -3.17], [-1.92, -3.86, -1.77], [-2.75, -5.71, 0.98], [-1.58, -4.76, 3.04], [0.07, -3.13, 3.95], [1.12, -1.51, 2.42], [-0.19, -0.98, -3.60], [-1.43, -2.67, -4.90], [-2.60, -4.50, -3.73], [-0.07, 2.65, -0.81], [-0.42, 3.82, -1.56], [0.50, 3.99, -2.69], [0.47, 2.81, -3.56], [0.84, 1.65, -2.81], [-0.10, 1.39, -1.65], [-1.50, 1.31, -2.22], [-1.85, 2.48, -2.98], [-1.77, 3.66, -2.11], [-0.89, 2.65, -4.08], [-0.77, 2.54, 0.02], [0.94, 2.76, -0.41], [1.52, 4.14, -2.31], [0.20, 4.87, -3.26], [1.84, 1.79, -2.39], [0.86, 0.78, -3.46], [-2.20, 1.20, -1.40], [-1.57, 0.43, -2.86], [-2.49, 3.54, -1.29], [-2.04, 4.54, -2.68], [-1.16, 3.53, -4.66], [-0.93, 1.77, -4.73]]}


[4]
{"formula": "C6H12O", "method": "ωB97M-V/def2-TZVPD", "total_charge": 0, "lumo_ev": 1.1, "relative_energy_kj_mol": 43.6, "e_tot_ha": -311.0427, "smiles": "CCC(C=O)CC", "gap_ha": 0.396, "e_homo_ha": -0.355, "symbols": ["C", "C", "C", "C", "C", "C", "O", "H", "H", "H", "H", "H", "H", "H", "H", "H", "H", "H", "H"], "coordinates": [[-2.42, -0.79, 0.44], [-1.11, -0.91, -0.33], [0.01, -0.01, 0.23], [1.39, -0.33, -0.39], [2.48, 0.65, 0.07], [-0.34, 1.42, -0.07], [-0.84, 2.20, 0.71], [-3.20, -1.42, -0.01], [-2.29, -1.10, 1.48], [-2.79, 0.24, 0.45], [-0.76, -1.95, -0.34], [-1.27, -0.64, -1.39], [0.05, -0.12, 1.32], [1.28, -0.33, -1.49], [1.66, -1.36, -0.13], [2.94, 0.33, 1.01], [2.07, 1.65, 0.25], [3.28, 0.75, -0.67], [-0.14, 1.72, -1.13]]}


[5]
{"formula": "C19H26ClN3O2", "method": "ωB97M-V/def2-TZVPD", "total_charge": 0, "lumo_ev": 0.8, "relative_energy_kj_mol": 265.3, "e_tot_ha": -1514.5130, "smiles": "COCCCC1CCN(Cc2nc(Cc3ccccc3Cl)no2)CC1", "gap_ha": 0.338, "e_homo_ha": -0.307, "symbols": ["C", "O", "C", "C", "C", "C", "C", "C", "N", "C", "C", "H", "H", "H", "H", "C", "C", "N", "C", "N", "O", "C", "C", "C", "C", "C", "C", "C", "Cl", "H", "H", "H", "H", "H", "H", "H", "H", "H", "H", "H", "H", "H", "H", "H", "H", "H", "H", "H", "H", "H", "H"], "coordinates": [[4.53, 2.20, 0.81], [3.23, 2.06, 0.32], [3.17, 2.13, -1.09], [1.71, 2.05, -1.54], [1.09, 0.69, -1.24], [-0.28, 0.49, -1.90], [-0.75, -0.96, -1.76], [-2.10, -1.13, -2.47], [-3.14, -0.23, -2.02], [-2.70, 1.15, -2.01], [-1.36, 1.39, -1.30], [-1.45, 1.18, -0.23], [-1.09, 2.45, -1.41], [-3.48, 1.76, -1.56], [-2.59, 1.46, -3.06], [-3.95, -0.65, -0.90], [-3.34, -0.55, 0.46], [-2.49, -1.35, 1.03], [-2.30, -0.78, 2.25], [-3.00, 0.31, 2.42], [-3.68, 0.47, 1.26], [-1.40, -1.36, 3.28], [-0.03, -1.59, 2.68], [0.41, -2.87, 2.37], [1.65, -3.08, 1.80], [2.48, -2.00, 1.53], [2.06, -0.71, 1.82], [0.81, -0.52, 2.39], [0.29, 1.10, 2.71], [2.67, 0.14, 1.60], [3.45, -2.15, 1.09], [1.98, -4.08, 1.57], [-0.23, -3.71, 2.58], [-1.81, -2.31, 3.61], [-1.35, -0.67, 4.12], [-4.85, -0.03, -0.90], [-4.23, -1.69, -1.07], [-2.46, -2.16, -2.34], [-1.96, -0.95, -3.54], [-0.02, -1.64, -2.21], [-0.85, -1.22, -0.70], [-0.19, 0.73, -2.96], [1.76, -0.10, -1.60], [0.99, 0.57, -0.16], [1.69, 2.24, -2.62], [1.16, 2.84, -1.04], [3.62, 3.07, -1.43], [3.75, 1.30, -1.53], [4.47, 2.15, 1.90], [4.97, 3.16, 0.52], [5.19, 1.39, 0.46]]}


[6]
{"formula": "C5H3NO4", "method": "ωB97M-V/def2-TZVPD", "total_charge": 0, "lumo_ev": -2.0, "relative_energy_kj_mol": 421.9, "e_tot_ha": -547.8001, "smiles": "O=Cc1ccc([N+](=O)[O-])o1", "gap_ha": 0.288, "e_homo_ha": -0.363, "symbols": ["C", "C", "C", "C", "C", "H", "H", "H", "N", "O", "O", "O", "O"], "coordinates": [[2.41, -0.54, 0.24], [1.13, -0.03, 0.07], [0.57, 1.23, -0.20], [-0.69, 1.05, -0.27], [-1.11, -0.19, 0.01], [3.42, -0.02, 0.47], [1.24, 2.13, -0.10], [-1.40, 1.97, 0.03], [-2.36, -0.82, -0.01], [2.45, -1.80, -0.19], [0.04, -0.89, -0.07], [-2.36, -2.04, -0.12], [-3.36, -0.05, 0.14]]}


[7]
{"formula": "C24H35F9N2O9PS2", "method": "ωB97M-V/def2-TZVPD", "total_charge": 1, "lumo_ev": -4.8, "e_tot_ha": -3758.4120, "gap_ha": 0.237, "e_homo_ha": -0.413, "symbols": ["C", "C", "C", "N", "N", "C", "C", "P", "S", "C", "C", "C", "C", "C", "C", "F", "F", "C", "F", "F", "S", "F", "F", "F", "F", "F", "H", "H", "H", "H", "H", "H", "H", "H", "H", "H", "H", "H", "H", "H", "H", "H", "H", "C", "C", "C", "O", "C", "O", "O", "H", "H", "H", "H", "H", "H", "C", "C", "C", "O", "C", "O", "O", "H", "H", "H", "H", "H", "H", "C", "C", "C", "O", "C", "O", "O", "H", "H", "H", "H", "H", "H"], "coordinates": [[0.90, -3.91, -3.06], [2.06, -2.88, -2.81], [1.91, -2.11, -1.46], [2.24, -2.81, -0.38], [2.18, -2.28, 0.82], [1.79, -1.04, 0.88], [1.37, -0.13, -0.18], [0.85, 1.63, 0.11], [1.43, 2.31, 1.83], [1.43, -0.76, -1.51], [1.01, 0.00, -2.79], [-0.49, 0.48, -2.67], [-1.41, -0.49, -1.81], [-2.86, -0.39, -2.39], [-4.00, -0.51, -1.33], [-3.63, -0.07, -0.09], [-4.94, 0.43, -1.73], [-4.79, -1.85, -1.32], [-5.82, -1.75, -0.44], [-5.39, -1.99, -2.53], [-3.85, -3.43, -0.96], [-4.64, -3.60, 0.45], [-5.06, -4.28, -1.66], [-3.11, -3.42, -2.39], [-2.65, -2.69, -0.20], [-3.12, -4.83, -0.66], [0.68, -4.44, -2.11], [0.02, -3.34, -3.43], [1.24, -4.63, -3.83], [2.24, -2.19, -3.66], [3.02, -3.46, -2.71], [2.56, -3.79, -0.45], [1.77, -0.60, 1.90], [-0.55, 1.75, -0.10], [1.50, 2.38, -0.91], [1.12, -0.57, -3.72], [1.63, 0.93, -2.87], [-0.57, 1.48, -2.20], [-0.95, 0.54, -3.68], [-1.32, -0.27, -0.73], [-1.09, -1.56, -1.95], [-3.05, -1.09, -3.24], [-2.95, 0.62, -2.85], [-5.31, 1.69, 4.47], [-4.57, 2.56, 3.47], [-4.49, 1.96, 2.09], [-3.31, 2.60, 1.57], [-2.51, 2.88, 2.64], [-1.38, 3.23, 2.56], [-3.18, 2.69, 3.81], [-4.95, 0.66, 4.44], [-5.13, 2.05, 5.48], [-6.38, 1.70, 4.27], [-5.01, 3.56, 3.45], [-5.36, 2.19, 1.48], [-4.32, 0.88, 2.09], [1.71, 7.77, -1.36], [1.22, 6.34, -1.27], [2.30, 5.34, -0.97], [1.75, 4.14, -1.53], [0.94, 4.53, -2.56], [0.48, 3.78, -3.36], [0.74, 5.87, -2.54], [2.59, 7.84, -1.99], [0.94, 8.41, -1.80], [1.96, 8.15, -0.37], [0.40, 6.27, -0.55], [2.49, 5.22, 0.10], [3.25, 5.55, -1.47], [6.59, -3.17, 4.11], [5.45, -3.33, 3.14], [4.20, -3.91, 3.75], [3.57, -4.51, 2.61], [4.57, -4.86, 1.75], [4.42, -5.55, 0.79], [5.75, -4.31, 2.13], [6.75, -4.07, 4.70], [7.52, -2.97, 3.58], [6.40, -2.34, 4.80], [5.25, -2.39, 2.63], [3.56, -3.15, 4.19], [4.39, -4.69, 4.48]]}


[8]
{"formula": "C19H15N3O3", "method": "ωB97M-V/def2-TZVPD", "total_charge": 0, "lumo_ev": 0.4, "relative_energy_kj_mol": 0.0, "e_tot_ha": -1123.0433, "smiles": "Cc1nc(Nc2ccc3c(c2)OCCO3)c2oc3ccccc3c2n1", "gap_ha": 0.293, "e_homo_ha": -0.280, "symbols": ["C", "C", "N", "C", "C", "C", "N", "N", "C", "C", "C", "C", "C", "C", "H", "H", "O", "C", "C", "H", "O", "H", "H", "H", "H", "H", "O", "C", "C", "C", "C", "C", "C", "H", "H", "H", "H", "H", "H", "H"], "coordinates": [[-1.56, -3.92, -0.04], [-1.79, -2.45, -0.03], [-3.04, -2.02, -0.02], [-3.18, -0.69, 0.00], [-2.09, 0.18, 0.00], [-0.79, -0.36, -0.01], [-0.69, -1.69, -0.02], [0.29, 0.46, -0.01], [1.65, 0.15, -0.02], [2.54, 1.22, -0.01], [3.91, 1.00, -0.01], [4.40, -0.31, 0.00], [3.50, -1.37, -0.02], [2.14, -1.15, -0.04], [1.44, -1.97, -0.06], [3.89, -2.37, -0.03], [5.75, -0.59, 0.05], [6.52, 0.52, 0.42], [6.08, 1.76, -0.36], [6.68, 2.63, -0.10], [4.75, 2.09, -0.03], [6.16, 1.56, -1.44], [7.56, 0.27, 0.19], [6.42, 0.72, 1.49], [2.20, 2.24, -0.01], [0.07, 1.44, 0.00], [-2.47, 1.49, 0.01], [-3.83, 1.47, 0.02], [-4.67, 2.57, 0.03], [-6.03, 2.33, 0.03], [-6.55, 1.03, 0.02], [-5.71, -0.07, 0.01], [-4.34, 0.15, 0.01], [-6.09, -1.08, 0.01], [-7.62, 0.89, 0.03], [-6.72, 3.16, 0.04], [-4.27, 3.57, 0.04], [-2.52, -4.43, -0.03], [-0.98, -4.21, 0.83], [-1.01, -4.20, -0.93]]}


[9]
{"formula": "C2H8N2", "method": "ωB97M-V/def2-TZVPD", "total_charge": 0, "lumo_ev": 1.0, "relative_energy_kj_mol": 85.1, "e_tot_ha": -190.4664, "smiles": "[H]/N=C/N.C", "gap_ha": 0.366, "e_homo_ha": -0.328, "symbols": ["C", "H", "H", "H", "H", "N", "C", "N", "H", "H", "H", "H"], "coordinates": [[1.58, -2.17, 1.43], [1.39, -2.05, 2.46], [0.59, -1.74, 0.94], [2.46, -1.74, 0.83], [1.56, -3.26, 1.25], [-1.50, 2.48, -1.20], [-0.96, 1.23, -1.15], [-0.99, 0.50, -0.12], [-1.37, 3.15, -1.96], [-1.91, 2.87, -0.27], [-0.62, 0.85, -2.10], [-0.22, -0.12, -0.10]]}


[10]
{"formula": "C20H18F6N4O4PdS2Sb", "method": "ωB97M-V/def2-TZVPD", "total_charge": 3, "lumo_ev": [-10.0, -13.7], "relative_energy_kj_mol": 21.2, "e_tot_ha": -3055.3617, "spin_multiplicity": 5, "gap_ha": [0.318, 0.178], "e_homo_ha": [-0.684, -0.683], "symbols": ["Pd", "C", "C", "C", "C", "C", "C", "N", "Sb", "C", "C", "C", "C", "C", "C", "N", "C", "C", "C", "C", "C", "C", "N", "H", "H", "H", "H", "H", "H", "H", "H", "H", "H", "H", "H", "H", "H", "H", "H", "H", "H", "F", "C", "F", "F", "S", "O", "O", "N", "S", "O", "O", "C", "F", "F", "F"], "coordinates": [[0.00, 0.22, -0.46], [-2.45, 0.77, -2.59], [-2.63, -0.57, -1.96], [-3.76, -1.35, -2.24], [-3.92, -2.59, -1.66], [-2.93, -3.06, -0.79], [-1.85, -2.25, -0.56], [-1.68, -1.04, -1.12], [-0.33, -2.93, 0.75], [1.50, -2.50, -0.34], [2.57, -3.35, -0.20], [3.60, -3.12, -1.12], [3.44, -2.15, -2.09], [2.30, -1.34, -2.15], [2.13, -0.31, -3.20], [1.34, -1.54, -1.21], [-0.56, -1.51, 2.41], [-0.05, -1.78, 3.72], [-0.56, -1.00, 4.75], [-1.44, 0.02, 4.47], [-1.82, 0.33, 3.11], [-2.61, 1.52, 2.75], [-1.35, -0.52, 2.21], [-3.00, 0.82, -3.53], [-2.84, 1.56, -1.94], [-1.41, 0.99, -2.80], [-4.50, -0.96, -2.92], [-4.79, -3.19, -1.88], [-3.02, -4.04, -0.33], [2.62, -4.13, 0.54], [4.48, -3.74, -1.09], [4.21, -2.00, -2.84], [2.64, -0.63, -4.11], [1.08, -0.13, -3.43], [2.59, 0.63, -2.88], [0.59, -2.63, 3.91], [-0.24, -1.18, 5.77], [-1.77, 0.71, 5.25], [-3.61, 1.39, 3.16], [-2.19, 2.42, 3.21], [-2.66, 1.66, 1.67], [2.66, 2.45, 3.24], [3.35, 2.23, 2.14], [4.00, 3.30, 1.77], [4.16, 1.20, 2.29], [2.16, 1.73, 0.79], [1.03, 1.00, 1.45], [2.85, 0.89, -0.14], [1.65, 3.11, 0.20], [0.48, 2.91, -0.82], [-0.79, 2.50, -0.19], [0.79, 1.91, -1.88], [0.19, 4.57, -1.64], [-0.22, 5.40, -0.72], [-0.74, 4.34, -2.54], [1.31, 4.96, -2.20]]}


[11]
{"formula": "C7H11N4S", "method": "ωB97M-V/def2-TZVPD", "total_charge": 1, "lumo_ev": [-6.4, -6.4], "relative_energy_kj_mol": 333.5, "e_tot_ha": -890.1672, "gap_ha": [0.232, 0.232], "e_homo_ha": [-0.468, -0.468], "symbols": ["C", "C", "C", "C", "C", "C", "C", "N", "N", "N", "N", "S", "H", "H", "H", "H", "H", "H", "H", "H", "H", "H", "H"], "coordinates": [[-3.79, -1.17, -0.25], [-4.05, -0.02, 0.49], [-1.63, -0.39, -0.40], [2.21, -0.78, 0.34], [2.08, 0.22, -0.75], [0.55, 0.70, -0.81], [0.31, 1.88, 0.11], [-2.54, -1.29, -0.62], [-0.41, -0.33, -0.61], [1.17, -1.41, 0.75], [3.45, -0.85, 0.79], [-2.76, 0.99, 0.72], [-4.53, -1.89, -0.78], [-4.92, 0.15, 1.13], [2.56, 1.09, -0.50], [2.48, -0.13, -1.68], [0.30, 0.96, -1.83], [0.85, 2.84, -0.27], [0.59, 1.54, 1.15], [-0.78, 2.30, -0.01], [1.11, -2.02, 1.55], [4.17, -0.71, 0.15], [3.59, -1.67, 1.32]]}


[12]
{"formula": "C5H10NO", "method": "ωB97M-V/def2-TZVPD", "total_charge": 1, "lumo_ev": -8.4, "relative_energy_kj_mol": 530.7, "e_tot_ha": -326.0797, "gap_ha": 0.165, "e_homo_ha": -0.474, "symbols": ["O", "C", "C", "N", "C", "C", "C", "H", "H", "H", "H", "H", "H", "H", "H", "H", "H"], "coordinates": [[0.82, 0.92, -1.78], [-0.08, 0.14, -2.14], [-0.82, -0.81, -1.43], [1.77, 0.90, 1.50], [0.85, -0.13, 0.95], [-0.57, 0.27, 0.78], [-1.47, -0.71, -0.05], [-0.39, 0.27, -3.18], [-1.03, -1.80, -1.93], [1.87, 1.05, 2.50], [2.40, 1.41, 0.88], [1.28, -0.33, -0.06], [0.97, -1.04, 1.60], [-0.57, 1.28, 0.19], [-1.10, 0.46, 1.76], [-2.41, -0.20, 0.01], [-1.54, -1.69, 0.43]]}


Which formula does entry 4 have? C6H12O